Formula: C37H35BrN5O3P2S2Sr
Source: OMol25
Level of theory: ωB97M-V with the def2-TZVPD basis set

The geometry in XYZ format:
```
86
Properties=species:S:1:pos:R:3:forces:R:3
Sr -1.4511 -0.2255 -1.5470 0.59 0.14 0.31
S 1.2252 3.2373 -0.6621 -0.07 -0.19 0.19
P 0.9311 1.8867 0.8234 0.11 0.40 -0.18
C 0.2222 0.4273 0.4322 -0.17 -0.19 -0.20
P -0.0938 -0.9162 1.3668 -0.17 -0.28 0.00
S -1.1927 -2.3980 0.4617 0.22 0.35 0.07
C -1.0094 -0.5489 2.9251 0.02 0.03 0.04
C -0.3657 -0.1054 4.0779 -0.02 -0.04 0.01
C -1.0901 0.3247 5.1823 0.04 -0.02 -0.02
C -2.4759 0.3169 5.1487 -0.01 0.01 -0.01
C -3.1290 -0.1285 4.0066 -0.02 0.03 0.02
C -2.4029 -0.5557 2.9061 0.00 -0.05 0.01
C 1.4090 -1.7860 1.9556 0.02 -0.07 -0.01
C 1.3967 -2.6680 3.0324 0.01 -0.01 0.04
C 2.5535 -3.3318 3.4139 0.00 0.00 -0.01
C 3.7340 -3.1369 2.7071 0.00 0.00 -0.02
C 3.7445 -2.2866 1.6104 0.00 0.02 0.02
C 2.5871 -1.6165 1.2388 0.07 0.01 0.04
C -0.0024 2.8190 2.1014 -0.01 0.05 0.01
C -1.3676 2.5929 2.2280 -0.01 0.01 0.03
C -2.1249 3.3179 3.1385 0.01 0.00 -0.01
C -1.5210 4.2810 3.9332 -0.01 0.00 -0.01
C -0.1596 4.5275 3.7998 0.01 0.00 0.00
C 0.5911 3.8069 2.8838 -0.01 0.00 0.01
C 2.5875 1.6900 1.6149 0.01 -0.09 0.04
C 3.7387 1.7353 0.8319 -0.03 0.04 0.00
C 4.9805 1.4397 1.3752 0.01 -0.02 0.01
C 5.0951 1.1025 2.7180 0.00 -0.03 -0.02
C 3.9590 1.0724 3.5126 -0.04 -0.01 0.00
C 2.7176 1.3628 2.9621 0.01 0.02 0.02
H 0.7158 -0.0982 4.1203 -0.05 -0.10 0.01
H -0.5662 0.6719 6.0651 -0.01 0.00 0.00
H -3.0450 0.6599 6.0044 0.01 0.00 0.00
H -4.2121 -0.1390 3.9702 0.01 0.00 0.00
H -2.9148 -0.9069 2.0175 0.02 0.01 0.01
H 0.4753 -2.8439 3.5736 -0.04 0.04 0.01
H 2.5304 -4.0070 4.2615 0.01 0.00 -0.01
H 4.6401 -3.6505 3.0063 -0.01 0.00 0.00
H 4.6593 -2.1295 1.0515 0.00 0.00 0.00
H 2.5847 -0.9441 0.3902 -0.02 0.05 -0.01
H -1.8317 1.8334 1.6108 0.00 -0.01 0.00
H -3.1853 3.1176 3.2321 0.00 0.01 0.00
H -2.1088 4.8415 4.6506 0.01 0.00 0.00
H 0.3194 5.2875 4.4062 -0.02 0.00 0.01
H 1.6466 4.0205 2.7686 0.03 -0.01 -0.01
H 3.6449 2.0362 -0.2058 0.00 -0.03 0.01
H 5.8650 1.4819 0.7496 0.00 0.00 0.01
H 6.0639 0.8667 3.1421 0.00 0.01 0.00
H 4.0321 0.8160 4.5629 0.02 0.00 0.00
H 1.8402 1.3481 3.5970 0.07 0.07 -0.07
N -1.5527 2.3583 -2.3736 -0.06 -0.10 -0.01
C -2.8088 2.8009 -1.7524 -0.28 0.08 -0.04
C -3.8173 1.6683 -1.9781 0.02 -0.05 -0.10
O -4.6173 1.7527 -2.9343 0.04 -0.02 0.07
O -3.6598 0.6501 -1.2418 -0.26 0.02 0.02
H -0.7479 2.8524 -1.9851 -0.01 0.01 -0.01
H -1.5762 2.4804 -3.3790 0.03 0.03 0.01
H -3.2138 3.7300 -2.1617 0.14 0.05 -0.02
H -2.6243 2.9221 -0.6844 -0.03 0.01 0.00
C -0.5825 -4.3928 -4.3554 -0.02 0.04 0.02
N -1.7094 -3.4718 -4.3609 -0.04 0.05 -0.11
C -2.8634 -3.7261 -5.0276 -0.02 0.05 0.05
C -3.8921 -2.8544 -5.0296 0.08 -0.10 -0.04
C -3.7214 -1.6326 -4.2882 -0.15 0.06 0.00
N -2.5717 -1.3694 -3.6847 -0.09 -0.02 0.02
C -1.5490 -2.2521 -3.7062 -0.07 -0.03 -0.07
O -0.4858 -2.0115 -3.1342 0.10 -0.30 -0.06
N -4.7085 -0.7488 -4.1973 0.06 -0.07 0.04
H -0.9100 -5.3469 -4.7627 0.00 0.00 -0.01
H -0.2295 -4.5230 -3.3350 0.00 0.00 0.00
H 0.2347 -3.9913 -4.9549 0.00 -0.01 0.00
H -2.9065 -4.6759 -5.5437 -0.01 0.00 -0.01
H -4.8081 -3.0822 -5.5527 -0.01 0.03 0.01
H -5.5926 -0.9616 -4.6211 0.00 -0.01 -0.01
H -4.6418 0.1132 -3.6207 -0.01 0.08 -0.06
Br -0.1765 -0.7337 -6.5194 0.02 0.02 0.04
C 1.0196 -0.4499 -5.0455 0.00 -0.04 -0.04
C 2.1540 -1.2393 -4.9780 0.01 0.00 0.06
C 2.9626 -1.0742 -3.8635 0.00 0.00 -0.02
C 2.6126 -0.1327 -2.9109 -0.01 0.02 0.03
C 1.4688 0.6244 -3.1114 -0.04 -0.05 0.02
N 0.6665 0.4563 -4.1698 0.02 0.09 -0.08
H 2.3757 -1.9616 -5.7497 0.00 0.00 0.00
H 3.8499 -1.6827 -3.7414 0.00 0.00 -0.01
H 3.1976 0.0234 -2.0142 0.00 0.00 -0.01
H 1.1847 1.3829 -2.3853 0.02 0.01 -0.02
```
Forces are in eV/Å.

Output
Lowest unoccupied orbital energy ... 2.05 eV
Total energy ... -163664.9978 eV
HOMO level ... -4.26 eV
Energy above the lowest of the compared OMol25 structures with the same formula, charge and spin ... 0.0 kcal per mole
Charge ... -1